# 1
Formula: C18H47Cl4F9N5O8
Source: OMol25
Level of theory: ωB97M-V/def2-TZVPD

Calculated values
**Orbital gap (alpha / beta)**: 0.226 / 0.104 Eh
**Spin multiplicity**: 2
**Maximum force**: 4.89 eV/A
**Charge**: +4
**E_LUMO (alpha / beta)**: -12.12 / -15.41 eV
**Energy relative to the best compared isomer or geometry (same formula, charge and spin)**: 0.093 eV

Bonds (Å) are listed after each position.
Geometry (Å):
1 N 7.476 -18.871 0.097  H2 1.010, H3 1.010, H4 1.010, H5 1.010
2 H 8.364 -19.202 -0.253  N1 1.010
3 H 7.168 -17.976 -0.255  N1 1.010
4 H 7.574 -18.772 1.098  N1 1.010
5 H 6.846 -19.634 -0.104  N1 1.010
6 N 8.489 -21.893 1.953  H7 1.010, H8 1.010, H9 1.010, H10 1.010
7 H 8.398 -22.395 1.082  N6 1.010
8 H 7.583 -21.628 2.313  N6 1.010
9 H 9.037 -21.083 1.700  N6 1.010
10 H 9.034 -22.380 2.651  N6 1.010
11 N 5.000 -22.114 2.129  H12 1.010, H13 1.010, H14 1.010, H15 1.010
12 H 4.010 -22.311 2.076  N11 1.010
13 H 5.590 -22.863 2.464  N11 1.010
14 H 5.023 -21.312 2.742  N11 1.010
15 H 5.408 -21.891 1.233  N11 1.010
16 N 7.102 -25.600 1.167  H17 1.010, H18 1.010, H19 1.010, H20 1.010
17 H 6.227 -25.988 0.845  N16 1.010
18 H 7.684 -26.404 1.358  N16 1.010
19 H 6.994 -25.011 1.980  N16 1.010
20 H 7.492 -24.957 0.493  N16 1.010
21 N 10.787 -23.956 1.390  H22 1.010, H23 1.010, H24 1.010, H25 1.010
22 H 11.236 -23.054 1.331  N21 1.010
23 H 10.434 -23.993 2.335  N21 1.010
24 H 11.494 -24.651 1.194  N21 1.010
25 H 9.972 -24.048 0.800  N21 1.010
26 O 8.485 -23.735 -0.282  C27 1.424
27 C 7.483 -23.371 -1.227  O26 1.424, C28 1.602, H30 1.090, H31 1.090
28 C 6.780 -21.934 -1.297  C27 1.602, O29 1.435, H32 1.090, H33 1.090
29 O 6.129 -21.276 -0.201  C28 1.435
30 H 6.629 -24.043 -1.144  C27 1.090
31 H 7.876 -23.546 -2.228  C27 1.090
32 H 6.244 -21.915 -2.246  C28 1.090
33 H 7.501 -21.136 -1.476  C28 1.090
34 C 12.504 -15.734 -2.401  C35 1.538, H43 1.090, H44 1.090, H45 1.090
35 C 11.126 -16.414 -2.490  C34 1.538, O36 1.453, H46 1.090, H47 1.090
36 O 11.185 -17.767 -3.017  C35 1.453, C37 1.303
37 C 10.225 -18.608 -2.754  O36 1.303, O38 1.204, C39 1.547
38 O 9.212 -18.338 -2.164  C37 1.204
39 C 10.535 -20.076 -3.128  C37 1.547, F40 1.332, F41 1.394, F42 1.321
40 F 10.886 -20.806 -2.072  C39 1.332
41 F 9.399 -20.675 -3.673  C39 1.394
42 F 11.554 -20.175 -3.963  C39 1.321
43 H 12.932 -15.572 -3.390  C34 1.090
44 H 13.194 -16.397 -1.880  C34 1.090
45 H 12.461 -14.810 -1.824  C34 1.090
46 H 10.395 -15.767 -2.975  C35 1.090
47 H 10.916 -16.418 -1.420  C35 1.090
48 C 7.603 -20.151 -6.169  C49 1.525, H57 1.090, H58 1.090, H59 1.090
49 C 6.425 -20.041 -5.209  C48 1.525, O50 1.453, H60 1.090, H61 1.090
50 O 6.123 -18.642 -4.958  C49 1.453, C51 1.355
51 C 6.088 -18.052 -3.739  O50 1.355, O52 1.216, C53 1.518
52 O 6.155 -18.621 -2.668  C51 1.216
53 C 5.780 -16.566 -3.809  C51 1.518, F54 1.316, F55 1.322, F56 1.355
54 F 4.958 -16.220 -2.842  C53 1.316
55 F 6.891 -15.915 -3.508  C53 1.322
56 F 5.281 -16.121 -4.988  C53 1.355
57 H 7.980 -21.165 -6.306  C48 1.090
58 H 8.351 -19.430 -5.838  C48 1.090
59 H 7.294 -19.741 -7.130  C48 1.090
60 H 6.628 -20.532 -4.257  C49 1.090
61 H 5.599 -20.514 -5.741  C49 1.090
62 C 4.517 -25.474 -3.603  C63 1.499, H71 1.090, H72 1.090, H73 1.090
63 C 5.293 -24.849 -4.723  C62 1.499, O64 1.424, H74 1.090, H75 1.090
64 O 4.448 -24.527 -5.823  C63 1.424, C65 1.355
65 C 4.953 -24.096 -7.004  O64 1.355, O66 1.200, C67 1.578
66 O 6.131 -23.922 -7.154  C65 1.200
67 C 3.877 -23.750 -8.104  C65 1.578, F68 1.369, F69 1.341, F70 1.373
68 F 3.665 -24.842 -8.902  C67 1.369
69 F 2.701 -23.382 -7.574  C67 1.341
70 F 4.346 -22.773 -8.947  C67 1.373
71 H 5.106 -25.467 -2.685  C62 1.090
72 H 4.348 -26.502 -3.923  C62 1.090
73 H 3.522 -25.047 -3.478  C62 1.090
74 H 6.025 -25.569 -5.087  C63 1.090
75 H 5.713 -23.899 -4.393  C63 1.090
76 Cl 10.202 -23.228 -6.112  C77 1.751
77 C 9.559 -23.819 -4.594  Cl76 1.751, C78 1.550, H80 1.090, H81 1.090
78 C 10.668 -24.445 -3.711  C77 1.550, Cl79 1.833, H82 1.090, H83 1.090
79 Cl 11.450 -25.890 -4.524  C78 1.833
80 H 8.797 -24.588 -4.725  C77 1.090
81 H 9.055 -22.974 -4.126  C77 1.090
82 H 10.311 -24.665 -2.705  C78 1.090
83 H 11.483 -23.727 -3.621  C78 1.090
84 Cl 1.168 -22.827 -2.208  C85 1.743
85 C 2.695 -22.093 -1.797  Cl84 1.743, C86 1.600, H88 1.090, H89 1.090
86 C 3.073 -21.017 -2.919  C85 1.600, Cl87 1.726, H90 1.090, H91 1.090
87 Cl 3.443 -21.671 -4.473  C86 1.726
88 H 3.427 -22.899 -1.756  C85 1.090
89 H 2.546 -21.580 -0.847  C85 1.090
90 H 3.959 -20.484 -2.574  C86 1.090
91 H 2.225 -20.335 -2.979  C86 1.090

=====

# 2
Formula: C18H47O14P4
Source: OMol25
Level of theory: ωB97M-V/def2-TZVPD

Calculated values
**Orbital gap**: 0.066 Eh
**Spin multiplicity**: 1
**Maximum force**: 7.91 eV/A
**Charge**: -1
**E_LUMO**: -0.47 eV

Bonds (Å) are listed after each position.
Geometry (Å):
1 C 10.419 0.339 3.055  C2 1.324, H13 1.092, H14 1.095
2 C 9.485 1.240 3.321  C1 1.324, C3 1.517, H15 1.095
3 C 8.853 2.129 2.267  C2 1.517, O4 1.191, O5 1.345
4 O 9.462 2.309 1.259  C3 1.191
5 O 7.668 2.665 2.609  C3 1.345, C6 1.449
6 C 6.687 2.692 1.544  O5 1.449, C7 1.536, H16 1.102, H17 1.105
7 C 5.318 2.147 1.977  C6 1.536, C8 1.550, H18 1.101, H19 1.099
8 C 4.467 3.148 2.799  C7 1.550, C9 1.551, H20 1.105, H21 1.108
9 C 3.598 2.513 3.914  C8 1.551, C10 1.548, H22 1.111, H23 1.104
10 C 2.917 1.172 3.547  C9 1.548, C11 1.559, H24 1.102, H25 1.106
11 C 1.567 1.326 2.784  C10 1.559, P12 1.927, H26 1.109, H27 1.107
12 P 1.152 -0.153 1.621  C11 1.927, H28 1.470, H29 1.476, H30 1.471, H31 1.491, H32 1.480
13 H 10.428 -0.280 2.156  C1 1.092
14 H 11.192 0.178 3.813  C1 1.095
15 H 9.164 1.386 4.358  C2 1.095
16 H 7.004 2.128 0.652  C6 1.102
17 H 6.583 3.735 1.193  C6 1.105
18 H 5.495 1.231 2.564  C7 1.101
19 H 4.763 1.923 1.055  C7 1.099
20 H 3.815 3.687 2.088  C8 1.105
21 H 5.080 3.940 3.273  C8 1.108
22 H 4.258 2.333 4.789  C9 1.111
23 H 2.841 3.233 4.271  C9 1.104
24 H 3.581 0.455 3.038  C10 1.102
25 H 2.655 0.687 4.507  C10 1.106
26 H 0.760 1.346 3.545  C11 1.109
27 H 1.485 2.278 2.226  C11 1.107
28 H 2.567 -0.501 1.424  P12 1.470
29 H 1.001 -1.046 2.787  P12 1.476
30 H -0.285 0.147 1.719  P12 1.471
31 H 1.224 0.737 0.427  P12 1.491
32 H 0.809 -1.294 0.743  P12 1.480
33 C 5.077 -0.221 -5.144  O34 1.437, H41 1.090, H42 1.090, H43 1.090
34 O 5.063 0.334 -3.819  C33 1.437, P35 1.682
35 P 6.473 1.036 -3.231  O34 1.682, O36 1.493, O37 1.625, O39 1.676
36 O 5.927 1.523 -1.930  P35 1.493
37 O 6.467 2.173 -4.392  P35 1.625, C38 1.422
38 C 5.399 3.112 -4.423  O37 1.422, H44 1.090, H45 1.092, H46 1.090
39 O 8.072 1.413 -2.896  P35 1.676, C40 1.436
40 C 8.737 0.473 -2.039  O39 1.436, H47 1.091, H48 1.090, H49 1.088
41 H 4.776 -1.268 -5.089  C33 1.090
42 H 4.359 0.324 -5.757  C33 1.090
43 H 6.064 -0.162 -5.604  C33 1.090
44 H 4.653 2.926 -3.650  C38 1.090
45 H 4.916 3.062 -5.401  C38 1.092
46 H 5.813 4.111 -4.287  C38 1.090
47 H 8.650 -0.541 -2.430  C40 1.091
48 H 8.325 0.522 -1.030  C40 1.090
49 H 9.791 0.741 -2.004  C40 1.088
50 C -5.892 -3.039 0.155  O51 1.438, H58 1.090, H59 1.091, H60 1.089
51 O -4.653 -2.452 0.587  C50 1.438, P52 1.686
52 P -4.712 -0.971 1.393  O51 1.686, O53 1.492, O54 1.628, O56 1.680
53 O -3.255 -0.856 1.697  P52 1.492
54 O -5.577 -1.611 2.614  P52 1.628, C55 1.420
55 C -4.971 -2.603 3.431  O54 1.420, H61 1.090, H62 1.093, H63 1.090
56 O -5.213 0.550 1.900  P52 1.680, C57 1.435
57 C -4.924 1.617 0.985  O56 1.435, H64 1.091, H65 1.091, H66 1.089
58 H -5.841 -3.213 -0.920  C50 1.090
59 H -6.023 -3.993 0.667  C50 1.091
60 H -6.746 -2.396 0.364  C50 1.089
61 H -3.963 -2.858 3.103  C55 1.090
62 H -5.590 -3.503 3.407  C55 1.093
63 H -4.930 -2.231 4.455  C55 1.090
64 H -5.288 1.381 -0.015  C57 1.091
65 H -3.849 1.803 0.955  C57 1.091
66 H -5.432 2.512 1.340  C57 1.089
67 C -12.443 -3.343 -1.513  O68 1.439, H75 1.090, H76 1.090, H77 1.090
68 O -11.099 -2.937 -1.200  C67 1.439, P69 1.684
69 P -9.980 -2.848 -2.455  O68 1.684, O70 1.496, O71 1.622, O73 1.676
70 O -8.838 -2.310 -1.652  P69 1.496
71 O -10.833 -1.693 -3.211  P69 1.622, C72 1.423
72 C -10.984 -0.424 -2.583  O71 1.423, H78 1.090, H79 1.092, H80 1.090
73 O -9.181 -3.140 -3.898  P69 1.676, C74 1.438
74 C -8.377 -4.332 -3.926  O73 1.438, H81 1.090, H82 1.091, H83 1.088
75 H -12.699 -4.210 -0.905  C67 1.090
76 H -13.119 -2.524 -1.269  C67 1.090
77 H -12.559 -3.604 -2.565  C67 1.090
78 H -10.518 -0.385 -1.599  C72 1.090
79 H -12.049 -0.209 -2.480  C72 1.092
80 H -10.532 0.333 -3.223  C72 1.090
81 H -8.955 -5.198 -3.605  C74 1.090
82 H -7.503 -4.209 -3.286  C74 1.091
83 H -8.049 -4.492 -4.951  C74 1.088